Here is an isolated molecule of C3H4NO2P in a non-equilibrium geometry from the OMol25 dataset. Energies are from ωB97M-V/def2-TZVPD.

Calculated values
HOMO-LUMO gap (alpha / beta) = 8.87 / 8.87 eV
total charge = 0
structure (SMILES) = O=C1C=COPN1
ΔE to the lowest compared entry with this formula, charge and spin = 1.378 eV
LUMO level (alpha / beta) = -0.30 / -0.30 eV

Each line ends with the Löwdin charge.
Cartesian coordinates (Å):
C -0.8504 -1.3045 -0.8762  -0.01
C -1.2454 -1.5867 0.5595  -0.11
C -0.3210 -0.0577 -1.2745  -0.62
N -0.7393 1.0237 -0.4166  -0.20
O 0.5516 0.2693 -2.0241  0.10
O -1.0767 -0.6011 1.3969  -0.41
P -0.6604 0.9909 1.3625  0.95
H -1.0808 -2.0101 -1.7278  0.12
H -1.8028 -2.4849 0.8510  0.12
H -1.7228 0.6548 -0.6155  0.09
H 0.7759 0.8620 1.2884  -0.04

Force components x, y, z for each atom (eV/Å):
-2.786 -4.367 2.933
1.390 2.246 -7.182
3.738 2.481 2.313
-3.658 0.238 0.721
0.240 -1.356 -1.930
-0.555 -1.798 3.355
0.870 -0.287 -3.488
0.427 0.367 1.509
0.576 0.419 0.187
0.069 2.221 1.140
-0.311 -0.163 0.442

***

Here is C13H19N3O5S as an isolated structure in a non-equilibrium geometry from the OMol25 dataset. Energies are from ωB97M-V/def2-TZVPD.

Calculated values
HOMO-LUMO gap = 9.20 eV
total charge = 0
ΔE to the lowest compared entry with this formula, charge and spin = 10.698 eV
LUMO level = 0.38 eV

Each line ends with the Löwdin charge.
Cartesian coordinates (Å):
C -3.6874 -1.5663 1.7828  0.04
N -2.7467 -1.1884 0.5943  0.03
C -1.4034 -1.3466 0.4176  -0.19
C -0.6002 -2.1272 1.2300  0.04
C 0.6815 -2.3584 0.6559  -0.13
C 0.9688 -1.7134 -0.3544  -0.33
C 0.0406 -1.0974 -1.0711  -0.08
C -1.1981 -0.8634 -0.9214  -0.17
N -2.3477 -0.2930 -1.4499  0.01
C -3.3301 -0.5304 -0.5164  -0.28
O -4.5606 0.1001 -0.6616  -0.09
C -2.4716 0.4773 -2.7118  0.06
H -2.0844 -0.4688 -3.5450  0.19
H -3.3721 0.8135 -2.6922  0.00
H -1.6960 1.2164 -2.7263  0.06
H 0.3899 -0.5992 -2.0539  0.17
S 2.7802 -1.8309 -0.8423  0.78
O 3.4039 -2.6730 -0.0028  -0.25
O 2.9361 -1.6413 -2.3848  -0.38
N 3.2854 -0.1066 -0.3618  -0.15
H 2.8470 0.5502 -1.1537  0.14
C 3.1553 0.2845 1.0811  -0.18
H 4.1886 -0.0490 1.4515  0.13
H 2.3659 -0.2588 1.5949  0.09
C 3.1536 1.8794 0.8454  -0.41
O 2.1736 2.2788 0.3376  -0.11
C 0.8057 1.8047 0.8537  0.04
C -0.1546 2.8776 -0.0926  -0.20
O -0.1257 2.2651 -1.2823  -0.11
H 0.9129 2.4014 -1.5621  0.19
H -1.2060 2.5934 0.1818  0.14
H -0.0611 3.7733 -0.1038  0.02
H 0.7343 2.4004 1.9062  0.17
H 0.5604 0.7853 0.8219  0.07
H 4.0168 2.1222 0.6864  0.03
H 3.0990 2.1640 2.1891  0.17
H 1.4378 -2.6886 1.2097  0.08
H -0.9544 -2.5054 2.4653  0.21
H -3.7767 -2.6087 1.8193  0.07
H -3.4985 -0.9927 2.7245  0.11
H -4.6619 -1.2801 1.6410  0.04

Force components x, y, z for each atom (eV/Å):
2.982 1.702 -0.557
-5.084 1.214 1.091
-3.590 -1.580 0.815
-0.470 -0.699 2.700
-4.610 -2.072 7.924
5.149 1.309 -6.437
5.054 4.401 -10.033
-3.414 -0.631 4.551
1.136 -0.776 1.144
-5.108 4.453 -0.163
6.205 -4.112 1.212
7.296 -6.572 -0.776
-1.815 3.325 1.774
-5.837 1.973 -0.786
0.194 0.509 -0.012
0.328 -0.990 1.148
-3.872 11.444 -9.034
3.586 -5.379 4.224
-0.613 -1.847 5.344
-1.860 -2.065 -2.577
0.950 -1.977 2.602
3.361 0.158 -2.855
-1.673 0.684 0.280
-0.297 0.573 0.241
-0.414 -9.367 14.900
-12.253 3.862 -6.790
0.397 9.069 1.189
-3.034 -15.119 3.707
4.972 0.222 -5.075
-3.750 -0.798 0.357
0.625 0.848 0.808
2.203 11.055 0.542
0.502 -2.294 -1.801
-0.044 -1.213 -0.355
9.277 3.303 -3.093
0.441 -0.129 -2.511
2.665 -2.341 2.395
1.115 1.221 -4.481
0.673 -1.590 0.670
0.860 -0.973 -0.681
-2.237 1.198 -1.602

***

Here is a 6-piece molecular cluster, C7H24ClN10O10PS overall from the OMol25 dataset. Energies are from ωB97M-V/def2-TZVPD.

Calculated values
HOMO-LUMO gap = 9.16 eV
total charge = 0
structure (SMILES) = O=[PH2][C@@H]1OS(=O)(=O)O[C@H]1Cl.NC(N)=O.NC(N)=O.NC(N)=O.NC(N)=O.NC(N)=O
LUMO level = 0.29 eV

Each line ends with the Löwdin charge.
Cartesian coordinates (Å):
O -4.7230 -2.9622 0.7983  -0.41
P -4.1465 -3.3684 2.1006  0.78
C -3.1863 -2.0604 2.9545  -0.43
O -2.8462 -2.6492 4.2250  -0.23
S -2.8164 -1.5096 5.3409  0.59
O -3.3051 -2.0327 6.5624  -0.20
O -1.5751 -0.8273 5.2683  -0.20
O -3.9724 -0.6315 4.6879  -0.20
C -4.1094 -0.8555 3.2899  -0.73
Cl -3.6809 0.5466 2.3451  0.77
H -5.0486 -3.7149 3.1183  0.05
H -3.2587 -4.4512 2.0186  0.04
H -2.3031 -1.7607 2.3871  0.13
H -5.1542 -1.0986 3.0954  0.11
C -0.1223 1.8409 0.7317  -0.68
O -0.7633 0.9629 1.2971  -0.04
N 0.3056 2.9566 1.3922  0.15
N 0.2117 1.7664 -0.5879  0.15
H 0.8424 3.6798 0.9554  0.09
H 0.1058 3.0432 2.3718  0.07
H -0.0465 0.9484 -1.1076  0.07
H 0.7468 2.4703 -1.0566  0.08
C 2.2030 0.2488 -3.6197  -0.67
O 1.3541 0.2702 -2.7388  0.00
N 2.1002 0.9643 -4.7709  0.16
N 3.3410 -0.5023 -3.5076  0.15
H 2.8050 0.9548 -5.4896  0.06
H 1.2838 1.5329 -4.8873  0.10
H 3.4552 -1.0420 -2.6714  0.10
H 4.0567 -0.5127 -4.2095  0.09
C 2.2739 4.1044 4.6941  -0.67
O 1.3927 4.0524 3.8538  0.02
N 3.5604 3.7303 4.4219  0.15
N 2.0417 4.5342 5.9701  0.15
H 4.2993 3.7564 5.0973  0.09
H 3.7512 3.3935 3.4974  0.10
H 1.1037 4.8044 6.1976  0.10
H 2.7492 4.5761 6.6777  0.09
C -4.8322 -6.3024 -0.2619  -0.69
O -5.4469 -6.1762 0.7841  0.00
N -4.7591 -7.4971 -0.9287  0.14
N -4.1971 -5.2484 -0.8538  0.15
H -4.2718 -7.6162 -1.7953  0.09
H -5.2267 -8.2810 -0.5156  0.10
H -4.3427 -4.3380 -0.4375  0.04
H -3.7025 -5.3208 -1.7218  0.09
C 5.2079 2.8427 -6.6287  -0.67
O 4.5557 1.9891 -6.0458  0.01
N 5.7048 3.9353 -5.9816  0.16
N 5.4847 2.7653 -7.9628  0.15
H 6.2420 4.6495 -6.4341  0.10
H 5.5118 4.0135 -5.0009  0.11
H 5.1307 1.9708 -8.4609  0.10
H 6.0160 3.4553 -8.4578  0.09

Force components x, y, z for each atom (eV/Å):
0.024 0.311 0.089
-0.060 -0.320 -0.446
-0.236 -0.184 0.137
0.030 -0.003 -0.108
0.274 0.094 0.251
0.091 -0.054 -0.163
-0.147 -0.003 0.019
-0.206 0.083 -0.127
0.123 -0.277 -0.178
-0.007 0.124 0.005
-0.005 -0.046 0.023
0.040 -0.001 0.226
0.023 0.109 0.158
0.000 0.197 0.122
0.001 0.013 0.038
0.022 -0.038 -0.067
-0.180 -0.072 -0.153
-0.250 0.121 0.183
0.043 -0.005 0.015
0.153 -0.013 0.049
0.179 -0.051 -0.029
0.083 -0.054 -0.015
0.060 0.007 -0.007
-0.001 -0.005 -0.124
-0.123 -0.149 -0.092
-0.014 -0.052 -0.012
0.064 0.225 0.149
-0.030 -0.014 0.017
-0.009 0.003 0.019
0.011 0.066 -0.001
-0.015 -0.097 0.046
0.007 0.129 0.041
0.003 0.078 -0.009
0.018 0.047 -0.038
-0.007 -0.016 0.020
-0.017 -0.037 -0.005
-0.020 -0.017 -0.002
0.010 -0.024 0.003
0.007 0.375 -0.426
0.022 -0.127 0.334
0.024 -0.047 0.111
0.126 -0.231 0.064
-0.002 0.032 -0.013
0.007 -0.015 0.018
-0.098 0.112 -0.021
-0.049 -0.071 -0.045
0.019 0.033 -0.013
0.035 -0.105 -0.070
0.001 -0.023 -0.012
-0.012 -0.002 0.037
0.003 0.000 -0.014
-0.012 -0.006 0.012
-0.006 -0.013 -0.003
0.003 0.014 0.006

***

Here is C5H8NaO4 as an isolated structure in a non-equilibrium geometry from the OMol25 dataset. Energies are from ωB97M-V/def2-TZVPD.

Calculated values
HOMO-LUMO gap (alpha / beta) = 6.70 / 4.41 eV
total charge = 0
ΔE to the lowest compared entry with this formula, charge and spin = 0.570 eV
spin multiplicity = 2
LUMO level (alpha / beta) = -0.74 / -3.02 eV

Each line ends with the Löwdin charge.
Cartesian coordinates (Å):
H 1.3616 -2.8008 0.8890  0.14
Na 0.5604 -0.4089 -2.4182  0.68
O -0.0092 -4.1229 1.6355  0.07
O -0.5190 -1.6703 -0.7994  -0.37
C -1.1871 -1.0128 0.2014  -0.43
C -0.2923 -0.7303 1.4220  -0.17
O 0.0776 -1.9265 2.1292  -0.05
C 0.4347 -3.0135 1.4518  -0.39
H -1.5639 -0.0068 -0.1103  0.09
H -2.0769 -1.5770 0.5501  0.11
H -0.7684 -0.0215 2.1133  0.12
H 0.6816 -0.2962 1.1635  0.11
C -0.0650 3.2333 -1.6284  0.15
C 1.1520 2.6890 -1.1512  -0.31
O 1.6128 1.5975 -1.5405  -0.03
H -0.3894 4.2163 -1.2843  0.08
H 1.6970 3.2337 -0.3575  0.13
H -0.7065 2.6177 -2.2660  0.08

Force components x, y, z for each atom (eV/Å):
-0.315 -0.328 -0.486
-0.278 -0.530 0.947
0.241 1.250 -0.121
0.436 0.616 -0.514
0.526 0.129 -0.149
0.604 0.034 -0.277
-1.890 0.241 1.053
1.063 -1.180 -0.142
-0.088 0.000 0.146
0.134 0.146 0.094
-0.008 -0.558 0.218
-0.228 0.367 -0.645
-0.267 -0.023 0.106
0.496 -0.724 0.193
-0.564 0.513 -0.017
-0.001 -0.356 -0.200
-0.093 -0.008 -0.349
0.234 0.412 0.142

***

Here is a 4-piece molecular cluster, CH10NO3 overall in a non-equilibrium geometry from the OMol25 dataset. Energies are from ωB97M-V/def2-TZVPD.

Calculated values
HOMO-LUMO gap = 9.04 eV
total charge = +1
ΔE to the lowest compared entry with this formula, charge and spin = 1.301 eV
LUMO level = -5.49 eV

Each line ends with the Löwdin charge.
Cartesian coordinates (Å):
C 1.6274 0.7146 0.3348  0.14
N 0.4709 0.6590 0.9406  0.18
H 1.8496 0.6252 -0.7516  0.13
H 2.5847 0.8419 0.9351  0.14
H 0.4790 0.5098 1.9874  0.14
H -0.1037 0.0042 0.2788  0.14
H -2.7505 0.8470 -4.3771  0.05
H -1.7026 1.6723 -3.4133  0.07
O -2.0866 0.7881 -3.6719  -0.09
H -0.3856 -1.6122 -1.5557  0.03
H -1.5667 -1.0330 -2.0472  0.10
O -1.0666 -1.0853 -1.1442  -0.09
H 0.3775 -1.5123 3.9308  0.05
H 1.3794 -0.7037 4.6749  0.03
O 0.8938 -0.7155 3.8786  -0.02

Force components x, y, z for each atom (eV/Å):
1.510 0.651 1.803
1.717 -3.149 -2.262
-1.137 -0.094 0.705
-1.442 0.251 -0.528
-0.220 0.317 -1.049
-0.725 1.714 1.337
0.460 0.587 0.383
-1.149 -1.359 -0.968
0.722 0.621 0.679
1.071 -0.739 0.522
0.244 0.880 2.432
-0.980 0.162 -2.737
-0.418 -0.540 -0.011
0.973 0.222 1.449
-0.626 0.476 -1.757

***

Here is C33H24AuF9NO3PS as an isolated structure in a non-equilibrium geometry from the OMol25 dataset. Energies are from ωB97M-V/def2-TZVPD.

Calculated values
HOMO-LUMO gap = 8.09 eV
total charge = 0
ΔE to the lowest compared entry with this formula, charge and spin = 0.000 eV
LUMO level = -0.66 eV

Each line ends with the Löwdin charge.
Cartesian coordinates (Å):
Au 1.2693 -0.1657 1.7863  0.74
O 1.1064 0.6189 5.7500  0.04
C 0.9085 0.9216 4.5649  -0.59
O 1.8496 0.7710 3.6333  -0.26
C -0.4109 1.3560 4.0501  -0.20
C -1.5291 1.3419 5.0092  0.03
C -2.7912 1.6334 4.5252  0.00
C -2.9383 2.0300 3.1475  -0.16
C -4.1980 2.2544 2.5820  -0.05
C -4.3109 2.5807 1.2311  -0.08
C -3.1581 2.6236 0.4094  -0.08
C -1.9054 2.4501 0.9662  -0.03
C -1.7550 2.0827 2.3233  -0.21
N -0.5550 1.6868 2.7926  0.13
H -1.3690 1.0756 6.0461  0.11
H -3.6882 1.6186 5.1666  0.12
H -5.1256 2.0680 3.1650  0.12
H -5.2863 2.8623 0.8533  0.10
H -3.2248 2.8405 -0.6698  0.10
H -0.9789 2.6166 0.4572  0.09
C 2.2238 5.1156 -0.5147  -0.27
S 2.1508 4.0827 0.9572  0.83
C 3.9326 4.1238 1.2781  -0.26
O 1.8389 2.6949 0.4335  -0.61
H 2.7156 6.0233 -0.2319  0.04
H 1.2136 5.3431 -0.8093  0.04
H 2.7490 4.5902 -1.3263  0.07
H 4.2049 5.1681 1.4017  0.04
H 4.4666 3.7260 0.4020  0.06
H 4.1066 3.5762 2.2118  0.06
F -5.6166 -3.3663 0.0882  0.11
C -4.5830 -3.9663 0.7643  -0.48
F -4.5343 -5.2867 0.2374  0.07
F -4.9364 -4.0908 2.0557  0.14
C -3.2503 -3.2510 0.5470  -0.10
C -2.8997 -2.9643 -0.7841  0.00
C -1.6593 -2.4073 -1.0330  -0.07
C -0.8627 -2.0797 0.0622  -0.33
C -1.1828 -2.4552 1.3812  -0.08
C -2.3544 -3.1178 1.6234  0.00
P 0.7197 -1.1786 -0.1802  0.94
C 1.8809 -2.4129 -0.8987  -0.33
C 2.6667 -3.1842 -0.0164  -0.08
C 3.3718 -4.2595 -0.4496  0.00
C 3.3081 -4.5683 -1.8348  -0.10
C 2.5454 -3.7976 -2.7411  0.01
C 1.8259 -2.7148 -2.2566  -0.08
C 4.0675 -5.7535 -2.3857  -0.50
F 4.4978 -6.6817 -1.4996  0.13
F 5.1749 -5.3686 -3.1312  0.10
F 3.2714 -6.4569 -3.2822  0.09
C 0.4987 0.0495 -1.5317  -0.35
C 1.6301 0.4018 -2.2778  -0.10
C 1.5578 1.3475 -3.2676  0.01
C 0.3100 2.0055 -3.4466  -0.09
C -0.8544 1.6403 -2.7401  0.00
C -0.7277 0.6580 -1.7643  -0.09
C 0.2169 3.2154 -4.3907  -0.50
F 1.3832 3.4845 -5.0271  0.12
F -0.7306 3.0988 -5.3525  0.13
F -0.0863 4.4091 -3.7040  0.07
H -3.5954 -3.1710 -1.6068  0.13
H -1.3948 -2.0868 -2.0421  0.11
H -0.5023 -2.1667 2.1758  0.07
H -2.6708 -3.4955 2.5990  0.13
H 2.6789 -2.8001 1.0201  0.10
H 3.9535 -4.9457 0.1904  0.13
H 2.5736 -4.0771 -3.8142  0.14
H 1.2075 -2.0839 -2.8992  0.11
H 2.5903 -0.0309 -2.0076  0.12
H 2.4145 1.6476 -3.8619  0.12
H -1.8219 2.1599 -2.9456  0.14
H -1.5928 0.3907 -1.1630  0.11

Force components x, y, z for each atom (eV/Å):
0.288 0.562 0.011
-0.874 1.020 -1.484
3.009 -1.890 0.026
-1.142 -0.228 0.314
-2.579 0.443 1.212
-0.304 0.335 -1.514
0.807 0.220 -0.103
0.840 -0.777 0.509
-0.919 0.109 -1.044
0.272 -0.201 0.767
0.392 0.498 0.005
-0.392 -0.147 0.415
-1.921 -0.156 0.634
0.778 0.168 0.494
0.219 -0.019 -0.178
0.568 -0.084 -0.326
0.830 0.484 -0.253
0.042 -0.335 -0.240
-0.134 0.055 0.685
0.339 -0.221 -0.672
0.042 -0.485 -0.026
0.129 -1.302 -0.783
-0.226 -0.007 -0.069
0.099 0.836 0.365
0.355 0.649 -0.027
-0.395 -0.006 -0.176
-0.109 0.111 0.378
0.083 0.127 0.189
-0.210 -0.144 0.432
0.099 -0.005 -0.410
1.057 -0.442 0.782
-0.532 -1.274 -0.987
0.044 2.027 0.858
0.223 0.193 -0.771
-0.266 -1.197 -0.207
-0.459 -0.149 0.422
-0.298 0.553 0.313
0.770 0.094 -0.081
0.715 0.554 -0.721
-1.636 -0.187 -0.518
0.428 0.496 0.745
-0.213 -0.381 0.231
-1.006 2.041 0.932
0.706 -1.689 -1.602
-0.177 0.255 0.444
0.902 -0.761 -0.038
-0.162 0.042 0.102
0.374 -1.143 -1.769
-0.330 1.129 -0.232
-1.190 -0.244 1.029
0.688 0.809 0.878
0.100 -0.394 0.109
0.143 -0.300 0.626
-1.468 1.199 -0.156
-0.079 0.384 -0.423
0.577 0.632 -0.460
-0.362 -0.006 -0.023
0.075 1.250 0.083
-0.533 -0.424 0.386
0.417 -0.135 0.739
0.221 -1.838 -0.633
0.249 0.084 0.481
0.064 -0.278 0.264
-0.056 -0.192 0.004
0.312 0.351 -0.250
0.138 -0.666 -0.454
-0.364 0.740 -0.213
-0.203 0.310 0.867
0.269 -0.418 -0.029
-0.130 -0.050 -0.237
-0.097 -0.049 0.190
1.000 -0.526 0.286
0.103 -0.011 -0.099